Record 1
Density functional theory data (ωB97M-V/def2-TZVPD) for a structure of composition C32H29N4O2S3SiSr in a non-equilibrium geometry.

Each line ends with the Löwdin charge.
Element x y z (Å)
Sr (0.281452, 0.247386, -0.054768)  1.32
C (-7.037789, -0.736192, -1.740539)  -0.19
Si (-5.930823, -0.972160, -0.249377)  0.48
C (-6.981838, -0.684254, 1.272462)  -0.19
C (-5.420662, -2.757682, -0.224612)  -0.23
C (-4.649162, 0.389741, -0.295595)  -0.27
C (-5.161999, 1.677863, -0.203812)  -0.12
C (-4.334817, 2.794537, -0.224120)  -0.09
C (-2.979706, 2.558092, -0.343441)  -0.17
N (-2.443137, 1.345566, -0.448752)  -0.02
C (-3.236605, 0.247944, -0.422379)  -0.79
S (-2.437056, -1.288158, -0.541954)  0.47
H (-7.912817, -1.393929, -1.677958)  0.03
H (-6.495092, -0.976632, -2.661393)  0.03
H (-7.389617, 0.297411, -1.819829)  0.02
H (-7.809470, -1.402474, 1.306086)  0.03
H (-7.406177, 0.324322, 1.287697)  0.02
H (-6.383776, -0.808309, 2.181375)  0.04
H (-6.327491, -3.375160, -0.185723)  0.03
H (-4.791597, -2.978510, 0.642509)  0.02
H (-4.840790, -3.010262, -1.116027)  0.01
H (-6.237127, 1.823927, -0.108434)  0.09
H (-4.724723, 3.800780, -0.139340)  0.09
H (-2.276326, 3.385253, -0.345148)  0.08
O (3.182515, 1.245055, 0.609367)  -0.29
S (2.828618, 0.776488, -0.709108)  0.49
O (1.763497, 1.533818, -1.376994)  -0.46
N (2.327500, -0.695155, -0.743179)  -0.30
C (3.031571, -1.832717, -0.349630)  -0.25
C (4.383686, -1.949567, -0.136905)  -0.02
C (4.967005, -3.210212, 0.136017)  -0.09
C (4.217329, -4.345941, 0.202506)  -0.06
C (2.810740, -4.255041, 0.037338)  -0.17
C (1.944082, -5.368535, 0.124311)  -0.03
C (0.598411, -5.194254, 0.007575)  -0.06
C (0.090926, -3.886721, -0.178078)  -0.13
N (0.859473, -2.834357, -0.279530)  0.11
C (2.214389, -3.004472, -0.203584)  -0.16
C (4.257924, 0.967810, -1.737610)  -0.28
C (5.416456, 1.530434, -1.217126)  -0.06
C (6.524443, 1.676818, -2.043449)  -0.08
C (6.463792, 1.261232, -3.366903)  -0.09
C (5.297088, 0.697857, -3.874536)  -0.08
C (4.185468, 0.549403, -3.060296)  -0.05
H (5.015572, -1.073518, -0.185387)  0.10
H (6.037480, -3.265536, 0.288858)  0.10
H (4.672571, -5.309388, 0.400279)  0.10
H (2.366066, -6.353719, 0.291866)  0.11
H (-0.083812, -6.031729, 0.071466)  0.10
H (-0.979773, -3.703950, -0.226492)  0.07
H (5.431054, 1.841136, -0.179634)  0.11
H (7.434314, 2.114756, -1.653091)  0.10
H (7.329577, 1.374833, -4.008018)  0.10
H (5.255663, 0.373845, -4.906689)  0.10
H (3.269231, 0.108080, -3.435868)  0.12
S (0.574361, 2.075525, 4.563337)  0.94
C (0.107046, 0.459064, 4.846783)  -0.48
C (-0.210475, -0.185020, 3.687676)  -0.26
C (-0.103385, 0.596989, 2.481415)  -0.25
C (0.320852, 1.854836, 2.827027)  -0.55
C (0.581898, 2.990931, 1.926362)  -0.30
C (1.233771, 4.155928, 2.367361)  -0.05
C (1.432778, 5.196826, 1.490837)  -0.08
C (0.999457, 5.076498, 0.173420)  -0.08
C (0.402321, 3.889479, -0.191183)  -0.17
N (0.184082, 2.869779, 0.646917)  0.03
H (0.086770, 0.074787, 5.858124)  0.05
H (-0.531994, -1.221390, 3.693092)  0.08
H (1.580479, 4.221686, 3.389250)  0.08
H (1.932461, 6.099334, 1.823524)  0.10
H (1.139617, 5.868089, -0.550381)  0.09
H (0.084224, 3.730797, -1.217977)  0.11

Cartesian forces (eV/Å) of the 2 atoms listed first:
-4.89 -0.63 1.00
-0.17 0.01 -0.24

Output
E_LUMO, eV: 2.36
Net charge: -1
HOMO-LUMO gap, eV: 6.54
Energy above the lowest of the compared OMol25 structures with the same formula, charge and spin, kcal per mole: 47.0
HOMO, hartree: -0.1534

---

Record 2
Density functional theory data (ωB97M-V/def2-TZVPD) for a cluster of 2 separate species, C3H10O3 in total in a non-equilibrium geometry.

Each line ends with the Löwdin charge.
Element x y z (Å)
C (-0.498339, 1.693930, -0.792718)  -0.25
O (-0.481942, 3.094964, -0.510481)  -0.09
C (0.698032, 1.074833, -0.075155)  -0.17
C (0.421613, -0.249760, 0.585103)  -0.26
O (1.665441, -0.960423, 0.652925)  -0.09
H (-1.449379, 1.381741, -0.345464)  0.11
H (-0.560835, 1.558255, -1.873849)  0.12
H (-0.562964, 3.679381, -1.270425)  0.08
H (1.484549, 1.011128, -0.821067)  0.11
H (1.055656, 1.758450, 0.699172)  0.12
H (-0.008813, -0.100986, 1.571675)  0.12
H (-0.191719, -1.008620, -0.011325)  0.13
H (2.012139, -1.200004, 1.514046)  0.08
H (-0.790594, -4.469003, 0.081540)  0.04
H (-1.615251, -3.485142, -0.643383)  0.03
O (-1.571196, -3.916250, 0.217849)  -0.06

Cartesian forces (eV/Å) of the 2 atoms listed first:
-0.86 1.08 0.81
0.29 0.89 0.19

Output
E_LUMO, eV: 0.75
Net charge: 0
HOMO-LUMO gap, eV: 10.65
Energy above the lowest of the compared OMol25 structures with the same formula, charge and spin, kcal per mole: 23.5
HOMO, hartree: -0.3636

---

Record 3
Density functional theory data (ωB97M-V/def2-TZVPD) for the ion C5H6ClN2S with charge -1 in a non-equilibrium geometry.

Each line ends with the Löwdin charge.
Element x y z (Å)
C (1.119993, -1.095178, 0.222592)  -0.86
C (-0.242992, -1.091140, -0.017457)  -0.42
C (1.261597, 0.669883, 0.285517)  -0.60
C (-1.040612, -2.346361, -0.170420)  -0.10
C (-0.304731, 2.476927, -0.132247)  -0.10
N (-0.898910, 0.185695, -0.168375)  0.06
N (0.061476, 1.115538, -0.087635)  -0.34
S (2.223828, -2.173300, 0.632153)  0.40
Cl (2.622809, 1.729043, 0.111597)  0.58
H (-2.055502, -2.209218, 0.047722)  0.03
H (-0.828367, -2.905352, -1.136032)  0.09
H (-0.712914, -2.960178, 0.707587)  0.06
H (0.601985, 3.151362, -0.048300)  0.05
H (-0.864134, 2.642745, -0.991891)  0.05
H (-0.943522, 2.809534, 0.745188)  0.10

Cartesian forces (eV/Å) of the 2 atoms listed first:
-2.09 7.12 -0.14
-1.11 2.50 -0.65

Output
E_LUMO, eV: 3.35
Net charge: -1
HOMO-LUMO gap, eV: 5.61
Energy above the lowest of the compared OMol25 structures with the same formula, charge and spin, kcal per mole: 0.0
HOMO, hartree: -0.0830

---

Record 4
Density functional theory data (ωB97M-V/def2-TZVPD) for a structure of composition C13H16HfN2O2 in a non-equilibrium geometry.

Each line ends with the Löwdin charge.
Element x y z (Å)
C (6.286216, 0.513407, 0.329160)  -0.03
C (5.056695, -0.360623, 0.136742)  -0.20
O (3.892492, 0.497642, -0.117814)  -0.16
C (2.660743, -0.091266, 0.138849)  -0.19
C (1.713675, 0.545132, -0.908539)  -0.29
O (0.725245, 1.383069, -0.488051)  -0.04
C (-0.279937, 1.158965, 0.510302)  -0.05
C (-1.528583, 0.287125, 0.341385)  0.02
C (-1.559168, -1.052643, 0.677796)  0.06
C (-2.784414, -1.716807, 0.667380)  0.26
C (-4.042909, -1.019406, 0.281852)  -0.13
N (-5.143334, -1.701471, 0.308649)  0.26
C (-6.267843, -0.985531, -0.031036)  0.19
C (-6.245621, 0.412264, -0.348013)  0.04
N (-5.128430, 1.079872, -0.387029)  0.25
C (-3.986035, 0.365825, -0.076220)  -0.17
C (-2.793684, 0.995653, -0.050486)  0.22
H (6.100232, 1.498041, -0.101653)  0.09
H (7.150186, 0.067580, -0.159285)  0.10
H (6.503847, 0.642878, 1.387302)  0.10
H (4.874441, -0.993941, 1.005917)  0.13
H (5.180273, -1.004189, -0.742710)  0.12
H (2.304310, 0.137609, 1.149525)  0.15
H (2.733034, -1.178602, -0.007830)  0.14
H (1.326697, -0.355536, -1.626963)  -0.07
H (2.364474, 1.184916, -1.554128)  0.11
H (-0.661264, 2.171040, 0.660003)  0.16
H (0.186242, 0.857357, 1.456024)  0.16
H (-0.672376, -1.573769, 1.018689)  0.16
H (-2.848834, -2.764069, 0.967060)  0.18
H (-7.208906, -1.535156, -0.055946)  0.17
H (-7.176430, 0.920416, -0.588041)  0.17
H (-2.751267, 2.063152, -0.261113)  0.17
Hf (2.020232, -0.448932, -3.531777)  1.92

Cartesian forces (eV/Å) of the 2 atoms listed first:
-0.35 0.04 0.13
0.61 -0.12 -0.17

Output
E_LUMO, eV: -18.25
Net charge: +4
HOMO-LUMO gap, eV: 2.74
Energy above the lowest of the compared OMol25 structures with the same formula, charge and spin, kcal per mole: 0.0
HOMO, hartree: -0.7715

---

Record 5
Density functional theory data (ωB97M-V/def2-TZVPD) for an isolated molecule of C5H11N3 in a non-equilibrium geometry.

Each line ends with the Löwdin charge.
Element x y z (Å)
C (-0.162473, 0.797430, -0.757242)  -0.09
C (0.808472, -1.518456, 0.383746)  -0.08
N (-1.045909, 0.814365, 0.330175)  -0.25
N (-0.692075, 1.488021, 1.524403)  0.07
C (1.123002, -0.383680, -0.535789)  -0.32
C (-2.224778, 0.089408, 0.375207)  -0.30
C (2.318625, -0.131912, -1.044714)  0.01
N (-2.753606, -0.624508, -0.519092)  0.08
H (0.227744, 1.177404, 1.829796)  0.08
H (-0.640203, 2.488680, 1.343952)  0.09
H (-2.218684, -0.652325, -1.386778)  0.02
H (0.365830, 1.743795, -0.879841)  0.11
H (-0.250436, -0.080763, -1.488733)  0.13
H (-2.712809, 0.179185, 1.340022)  0.11
H (0.033523, -2.152465, -0.048770)  0.08
H (1.694937, -2.117391, 0.590369)  0.08
H (0.418692, -1.165451, 1.339970)  0.07
H (3.194721, -0.699407, -0.756445)  0.06
H (2.515425, 0.748070, -1.640237)  0.05

Cartesian forces (eV/Å) of the 2 atoms listed first:
3.14 -4.17 0.03
-0.15 0.05 -0.12

Output
E_LUMO, eV: 0.74
Net charge: 0
HOMO-LUMO gap, eV: 9.23
Energy above the lowest of the compared OMol25 structures with the same formula, charge and spin, kcal per mole: 86.2
HOMO, hartree: -0.3120

---

Record 6
Density functional theory data (ωB97M-V/def2-TZVPD) for a structure of composition C4H4F2O in a non-equilibrium geometry.

Each line ends with the Löwdin charge.
Element x y z (Å)
C (-1.275669, 0.423210, -0.027770)  0.03
C (-0.255405, 0.155282, -0.843509)  -0.11
C (1.593918, 0.206087, 1.182961)  -0.10
C (1.078579, 0.698790, -0.647652)  -0.53
O (1.741457, -0.887930, 1.535897)  0.11
F (2.007423, 0.196051, -1.408081)  0.12
F (1.139466, 2.032983, -0.627503)  0.09
H (-2.186379, -0.178408, -0.069062)  0.07
H (-1.071967, 1.107994, 0.773957)  0.06
H (-0.410142, -0.550805, -1.753941)  0.15
H (1.592860, 1.183693, 1.641278)  0.10

Cartesian forces (eV/Å) of the 2 atoms listed first:
0.74 -0.87 -0.41
-1.74 -1.51 -2.18

Output
E_LUMO, eV: 0.77
Net charge: 0
HOMO-LUMO gap, eV: 9.65
Energy above the lowest of the compared OMol25 structures with the same formula, charge and spin, kcal per mole: 50.6
HOMO, hartree: -0.3261

---

Record 7
Density functional theory data (ωB97M-V/def2-TZVPD) for a structure of composition C27H34ClCoN5O8.

Each line ends with the Löwdin spin population.
Element x y z (Å)
Co (-0.405711, 0.056042, 0.359971)  2.76
C (4.813430, 3.291175, -2.520786)  0.00
C (4.056520, 2.318028, -1.661779)  0.00
C (4.213683, 0.981201, -1.765612)  0.00
C (3.529780, 0.075107, -0.883667)  0.00
C (3.640070, -1.293910, -0.879099)  0.00
N (4.064574, -2.111180, -1.846006)  0.00
C (4.023784, -1.846238, -3.281930)  0.00
C (3.216553, -2.930142, -3.988734)  0.00
C (1.701537, -2.845076, -3.811159)  0.00
N (1.229145, -2.924551, -2.425329)  0.00
C (0.857035, -4.015307, -1.824544)  0.00
C (0.266248, -4.090838, -0.532721)  0.00
C (-0.057750, -5.363026, -0.010964)  0.00
C (-0.653290, -5.516816, 1.208927)  0.00
C (-0.985832, -6.869001, 1.784091)  0.00
C (-0.945871, -4.338001, 1.928835)  0.00
C (-0.676114, -3.066456, 1.486247)  0.00
C (-1.081164, -1.959336, 2.377131)  0.00
N (-1.043074, -0.714833, 2.129341)  0.04
C (-1.599927, 0.199249, 3.137362)  0.00
C (-0.633800, 1.281994, 3.622461)  0.00
C (-0.353431, 2.406888, 2.624205)  0.00
N (0.504583, 1.889051, 1.574895)  0.03
C (1.434135, 2.595897, 1.094858)  0.00
C (2.412026, 2.032203, 0.150657)  0.00
C (3.126488, 2.819412, -0.682532)  0.00
C (2.619240, 0.579489, 0.137886)  0.00
O (2.007809, -0.181504, 0.900989)  0.01
C (-0.037012, -2.893783, 0.201900)  0.00
O (0.270050, -1.763457, -0.280711)  0.03
H (5.417197, 2.770713, -3.263174)  0.00
H (5.479915, 3.915072, -1.920338)  0.00
H (4.130213, 3.959464, -3.048668)  0.00
H (4.927423, 0.589396, -2.481790)  0.00
H (3.308933, -1.788343, 0.030217)  0.00
H (4.097996, -3.088393, -1.600894)  0.00
H (5.037316, -1.819665, -3.685855)  0.00
H (3.563251, -0.870506, -3.441857)  0.00
H (3.583892, -3.917026, -3.682228)  0.00
H (3.402225, -2.844497, -5.060949)  0.00
H (1.226592, -3.644112, -4.382449)  0.00
H (1.337642, -1.894218, -4.192827)  0.00
H (0.953671, -2.056726, -1.936859)  0.00
H (1.012367, -4.944486, -2.371702)  0.00
H (0.177662, -6.241005, -0.605842)  0.00
H (-0.898551, -7.646418, 1.026005)  0.00
H (-2.005024, -6.893630, 2.172089)  0.00
H (-0.316394, -7.128771, 2.606665)  0.00
H (-1.421872, -4.438010, 2.901236)  0.00
H (-1.482397, -2.291522, 3.341320)  0.00
H (-1.957741, -0.382640, 3.993181)  0.00
H (-2.463639, 0.691649, 2.681958)  0.00
H (0.314038, 0.820848, 3.914974)  0.00
H (-1.084133, 1.717248, 4.517291)  0.00
H (0.134963, 3.239298, 3.143426)  0.00
H (-1.286807, 2.766817, 2.181766)  0.00
H (1.559572, 3.648137, 1.379960)  0.00
H (2.962243, 3.893656, -0.638785)  0.00
N (-2.483842, -1.100984, -0.696971)  0.03
C (-3.461504, -0.138085, -1.228773)  0.00
C (-4.006421, 0.740994, -0.121366)  0.00
C (-2.993602, 1.728772, 0.450170)  0.01
O (-3.407510, 2.661651, 1.137546)  0.01
O (-1.765581, 1.495382, 0.190263)  0.04
H (-1.972969, -1.522129, -1.463618)  0.00
H (-2.967165, -1.841020, -0.197286)  0.00
H (-4.292035, -0.645876, -1.732092)  0.00
H (-2.951798, 0.476862, -1.970517)  0.00
H (-4.361784, 0.112649, 0.704831)  0.00
H (-4.865042, 1.320742, -0.461422)  0.00
O (-0.529516, -0.658447, -3.112840)  0.00
Cl (0.157535, 0.614446, -2.943084)  0.00
O (1.408489, 0.567635, -3.667483)  0.00
O (-0.667947, 1.689678, -3.383663)  0.00
O (0.472722, 0.774721, -1.518347)  0.02

Cartesian forces (eV/Å) of the 2 atoms listed first:
-0.20 0.58 -0.16
-0.04 0.02 0.03

Output
E_LUMO (spin up / spin down), eV: -0.92 / -0.93
Multiplicity: 4
Net charge: 0
HOMO-LUMO gap (spin up / spin down), eV: 6.63 / 6.64
Energy above the lowest of the compared OMol25 structures with the same formula, charge and spin, kcal per mole: 0.0
HOMO (spin up / spin down), hartree: -0.2777 / -0.2782

---

Record 8
Density functional theory data (ωB97M-V/def2-TZVPD) for a cluster of 2 separate species, C3H6O4 in total in a non-equilibrium geometry.

Each line ends with the Löwdin charge.
Element x y z (Å)
C (1.079352, -0.382889, -1.106790)  -0.35
C (0.408106, 1.446915, 0.156758)  0.01
C (-2.410031, -1.640698, 1.120258)  -0.44
O (0.564279, -1.147860, -0.332548)  0.04
O (-2.793626, -1.582361, 0.008369)  0.08
O (-1.169092, -1.915302, 1.486277)  0.07
O (1.263762, 0.902019, -0.926650)  -0.03
H (0.840096, 2.312707, 0.419938)  0.04
H (0.490331, 0.653255, 1.077663)  0.16
H (-0.600362, 1.637704, -0.165778)  0.09
H (-3.059365, -1.584889, 2.071264)  0.16
H (1.723246, -0.766076, -1.919521)  0.15
H (-0.740852, -1.896522, 0.644259)  0.04

Cartesian forces (eV/Å) of the 2 atoms listed first:
2.02 -1.35 0.36
0.31 -4.90 1.28

Output
E_LUMO, eV: 0.76
Net charge: 0
HOMO-LUMO gap, eV: 11.33
Energy above the lowest of the compared OMol25 structures with the same formula, charge and spin, kcal per mole: 28.1
HOMO, hartree: -0.3884